Computed, not measured: a structure of composition C22H36BrI2N4O4PSi2 at a distorted geometry, with ωB97M-V/def2-TZVPD.

* energy: -5469.78339 hartree
* LUMO level: -0.1 eV

Each line ends with the Löwdin charge.
Positions of all 72 atoms, in Å:
H: 4.32189 -2.71877 -1.01061  0.06
H: 1.63742 1.88818 0.60727  0.05
C: 3.53334 -4.68476 -0.67731  -0.26
C: -5.63312 5.21510 4.07118  -0.15
C: 2.82021 -1.87132 2.75066  -0.13
H: -3.01569 3.32300 1.28086  0.05
N: -0.39141 1.91766 2.13317  -0.18
H: 3.37923 -2.52190 4.71778  0.10
H: 5.75682 -2.88848 4.05318  0.11
H: -2.14926 3.58735 -1.66045  0.04
C: -2.84381 2.85614 -2.05051  -0.17
N: 2.50935 -4.53066 0.37469  0.03
O: -2.69957 2.43843 1.06445  -0.19
P: -1.09840 2.45337 0.85759  0.43
H: -3.77006 2.88405 -1.50269  0.06
H: 2.37409 -3.54850 0.55905  0.02
C: -6.94415 4.77484 4.17273  -0.07
C: 2.25541 1.36757 -0.11343  -0.18
H: 4.68321 -1.58404 0.11711  0.10
H: 1.64635 -4.93155 0.05112  0.05
H: 2.28476 -0.76365 -2.11982  0.08
C: -7.57078 4.30232 3.03140  -0.08
H: -2.99905 0.68718 -1.75033  0.08
H: 1.77829 -1.70239 2.99934  0.11
C: 1.96640 1.93187 -1.46887  -0.89
H: 1.72524 -3.65622 -2.23184  0.09
I: 0.37914 2.65285 -3.94180  0.87
N: 3.16185 -1.61200 1.49049  0.04
H: 0.16085 1.09599 1.93058  -0.05
H: -0.41508 -3.95674 -1.24324  -0.01
H: -0.26023 -0.56470 -3.72580  0.06
H: -0.70185 4.45410 1.39468  0.08
H: -1.64980 -2.96370 -0.49395  0.04
H: 4.37547 -3.79714 -2.36306  0.11
O: -0.48261 -0.28446 -0.45036  -0.26
C: -0.61143 -1.44201 -3.20079  -0.21
H: -1.68802 -1.32593 -3.11254  0.08
H: -8.59289 3.94910 3.06985  0.11
H: 3.27349 1.58121 0.15847  0.05
H: 4.47284 -4.90871 -0.19027  0.09
C: 3.74305 -3.45964 -1.54913  -0.20
Si: 0.07506 -1.52043 -1.42823  0.48
C: -2.27652 1.42540 -2.06541  -0.34
C: 5.03031 -2.53057 3.33548  -0.07
H: -7.31245 3.92676 0.92576  0.10
C: -0.57984 -3.08283 -0.63446  -0.15
Br: -1.59888 -4.13736 -3.92003  0.71
H: -3.06365 3.15385 -3.06588  0.06
H: -0.13733 -3.22104 0.34009  0.03
I: 3.69069 2.67026 -2.44017  0.85
C: 2.47763 -2.87766 -2.19244  -0.22
N: -4.94074 5.20911 2.93541  0.05
O: -0.73866 3.98568 0.55181  -0.19
C: 4.43371 -1.80836 1.14977  -0.16
H: -2.00557 1.18558 -3.08664  0.01
H: 3.25871 -5.51753 -1.30582  0.11
O: 0.56562 -2.71836 -4.84646  0.01
C: 5.40270 -2.26548 2.02800  -0.05
Si: -0.72887 1.24084 -1.02451  0.39
H: -4.96742 4.76048 0.93959  0.10
C: -6.86439 4.28834 1.84065  -0.07
C: 0.73854 1.91647 -1.98005  -0.80
H: 6.42094 -2.40889 1.69461  0.11
C: 1.95381 -1.59206 -1.50365  -0.21
H: -7.45825 4.80122 5.12317  0.10
H: 2.39811 -1.54569 -0.51818  0.02
C: 3.71209 -2.32886 3.70787  -0.06
H: -5.10627 5.59309 4.93989  0.10
C: -5.55873 4.75194 1.85052  -0.17
H: 2.71011 -2.66597 -3.22308  0.10
C: -0.34996 -2.63295 -4.05235  -0.82
H: 2.09799 0.30202 -0.10415  0.03

Atoms 1-2, force components in eV/Å:
-0.22 -0.02 -0.29
-0.25 -0.12 0.35

=====

Computed, not measured: a structure of composition C10H14ClFInNO3P at a distorted geometry, with ωB97M-V/def2-TZVPD.

* net charge: -1
* energy: -1761.48894 hartree
* LUMO level: 3.0 eV

Each line ends with the Löwdin charge.
Positions of all 32 atoms, in Å:
H: 1.32626 -0.05835 4.52711  0.07
C: -2.08269 0.80692 0.16822  -0.22
H: 0.10485 1.15388 1.67992  0.10
C: -2.06715 -1.41032 1.39171  -0.06
N: 2.26354 1.96329 -1.04606  -0.24
H: 2.35240 -0.91560 3.32157  0.07
C: -1.46516 -2.27427 2.30486  -0.10
H: 0.68464 -1.30288 -0.91081  0.07
C: -1.51300 -0.15376 1.15750  -0.34
F: -0.79064 -1.78768 -2.18383  -0.13
O: 3.20106 2.53409 -0.56535  -0.06
C: 0.26598 -0.66883 2.77306  -0.28
H: 1.71375 -1.99991 -3.02077  0.07
Cl: -1.63953 1.15568 -4.92770  0.03
C: -0.35109 0.18858 1.86234  -0.03
H: 0.16397 -2.60464 3.67537  0.10
H: -2.95043 -1.70767 0.84819  0.10
H: 0.69996 3.43116 -3.10967  -0.01
C: 0.27276 -0.92452 -1.84917  -0.44
H: -1.89751 -3.24673 2.49464  0.09
C: 1.34548 -0.97400 -2.90903  -0.14
O: 1.11076 2.24908 -0.47299  -0.29
P: -1.26217 2.50475 -3.37131  0.30
H: -2.96256 0.37823 -0.30655  0.04
H: 0.95315 -0.63209 -3.86326  0.05
H: -2.38283 1.73376 0.65232  0.04
C: 1.52464 -0.22898 3.47061  -0.05
O: 0.17065 3.22357 -3.88704  -0.51
C: -0.31110 -1.92070 2.98685  -0.08
In: -0.49009 1.12430 -1.35750  0.70
H: 1.83056 0.72673 3.05222  0.07
H: 2.18154 -0.36310 -2.58543  0.05

Atoms 1-2, force components in eV/Å:
0.20 -0.20 0.19
0.29 0.00 -0.04

=====

Computed, not measured: the molecule C24H24N4O5S, with ωB97M-V/def2-TZVPD.

* SMILES string: COc1cc(Oc2ccnc3cc(OC)c(OC)cc23)ccc1NC(=O)N[C@H](C)c1nccs1
* energy: -1922.38724 hartree
* energy relative to the best compared isomer or geometry (same formula, charge and spin): 2.699 eV
* LUMO level: 0.4 eV

Each line ends with the natural charge from an NBO analysis.
Positions of all 58 atoms, in Å:
H: -4.27278 -3.10331 -0.11689  0.41
C: -2.41788 1.78201 0.49627  0.09
H: 4.51340 1.77273 0.84969  0.24
C: 0.10074 0.98565 -2.75675  -0.26
C: 3.68831 -0.16996 0.60558  0.15
H: 0.45637 0.16229 -3.38475  0.18
N: -3.40493 -0.07966 -0.64191  -0.64
C: 1.93654 0.99197 -1.25985  0.36
O: 1.16523 1.66957 -2.14168  -0.49
O: 2.90373 3.10491 -0.92162  -0.48
C: 1.84554 -0.34685 -0.98780  -0.34
C: 2.69053 -2.34252 0.26307  0.33
C: 2.91574 1.79369 -0.58288  0.27
C: -0.10800 -2.24764 0.71357  -0.39
O: 1.82898 -3.22682 -0.34009  -0.48
C: 3.75903 1.21205 0.32392  -0.31
H: -2.27796 -3.78064 -2.07641  0.23
H: -4.72700 1.80448 -2.01936  0.23
C: -0.31873 1.95646 1.10744  -0.06
S: -2.51565 3.10728 1.62961  0.41
C: 2.70769 -0.96056 -0.05266  -0.08
H: -4.50316 1.30856 0.39698  0.25
C: -2.26492 -2.58381 -0.31957  0.03
H: -2.20537 -0.48678 3.47435  0.21
H: -0.30237 3.61155 2.54646  0.24
O: -5.32855 -0.91571 0.23546  -0.65
C: 3.62638 -2.84261 1.14173  -0.31
H: 0.71053 1.64821 1.06448  0.22
H: 5.27955 -2.32630 2.42650  0.19
H: -2.99785 2.17081 -2.12691  0.21
H: -0.68997 -0.20210 2.58287  0.18
C: -0.29544 -3.56422 -1.30199  -0.29
O: -2.15439 -1.36911 1.68542  -0.51
C: 4.54333 -1.96019 1.72308  0.06
C: -4.20213 -1.08709 -0.17616  0.81
H: 0.17916 -4.15968 -2.06450  0.23
C: -3.86728 2.18180 -1.47370  -0.59
H: 3.63843 -3.89522 1.37368  0.23
C: 3.84761 3.95587 -0.31780  -0.25
H: 1.12117 -0.95730 -1.50155  0.24
N: 4.57136 -0.67695 1.48363  -0.42
H: -0.99312 -1.78745 3.35094  0.18
N: -3.65536 -2.33886 -0.34976  -0.65
C: -1.47914 -2.04865 0.72238  0.40
C: -1.45615 -0.94365 2.82970  -0.25
C: 0.48414 -2.98615 -0.30830  0.32
C: -1.66185 -3.35196 -1.30166  -0.17
N: -1.23021 1.31082 0.34077  -0.49
C: -3.61718 1.29146 -0.24884  -0.11
H: -0.39825 1.72383 -3.38251  0.20
C: -0.81801 2.96127 1.87016  -0.44
H: -4.06455 3.20378 -1.16061  0.21
H: 3.66567 4.94254 -0.74021  0.20
H: -2.45487 -0.31112 -0.88966  0.41
H: 3.71555 3.99452 0.76829  0.18
H: 4.87145 3.64427 -0.54644  0.18
H: -0.59968 0.60276 -2.00730  0.19
H: 0.51659 -1.84232 1.49405  0.24

Atoms 1-2, force components in eV/Å:
-0.01 0.21 0.09
-0.29 0.60 0.63

=====

Computed, not measured: the molecule C6H11N3O4S2 at a distorted geometry, with ωB97M-V/def2-TZVPD.

* SMILES string: C/C(=C/C=C\N=C\S(N)(=O)=O)S(N)(=O)=O
* energy: -1496.67191 hartree
* energy relative to the best compared isomer or geometry (same formula, charge and spin): 1.403 eV
* LUMO level: 0.1 eV

Each line ends with the natural charge from an NBO analysis.
Positions of all 26 atoms, in Å:
H: 0.78658 2.07181 -1.77788  0.25
O: -2.68879 -0.09432 -1.63119  -0.91
N: 3.29077 0.88532 0.59809  -1.09
N: -1.06699 -1.00913 1.23485  -0.43
H: -3.60434 -1.93073 0.35081  0.42
S: -3.01563 0.30187 -0.25903  2.21
H: 0.86610 -1.78082 -1.58644  0.23
H: -0.06554 0.68125 -2.41710  0.24
C: 0.85848 0.97967 -2.09613  -0.69
O: 1.08984 1.15268 1.84932  -0.94
H: -4.23396 -0.63991 1.28201  0.40
H: -0.04508 -2.30775 2.33665  0.21
C: -1.38646 0.08426 0.66508  -0.09
C: 1.05437 -1.84700 0.62569  -0.26
N: -3.90520 -0.96167 0.41021  -1.06
S: 1.73177 1.40893 0.55483  2.25
H: 1.75067 -2.65044 0.69479  0.22
H: 3.90348 1.51724 -0.02931  0.43
C: 1.11653 -1.09414 -0.70569  -0.21
H: 1.55739 0.88050 -2.92437  0.23
C: 0.07802 -1.58345 1.53220  0.01
C: 1.04921 0.23809 -0.78977  -0.22
O: -3.63552 1.54817 0.13352  -0.89
H: -0.68542 1.00181 0.51702  0.21
O: 1.58204 2.73554 0.05197  -0.93
H: 3.61771 0.41224 1.37985  0.42

Atoms 1-2, force components in eV/Å:
0.03 -1.29 -1.05
-0.55 1.11 1.81

=====

Computed, not measured: the molecule C4H8FN at a distorted geometry, with ωB97M-V/def2-TZVPD.

* SMILES string: C/N=C(/C)CF
* energy: -311.77770 hartree
* energy relative to the best compared isomer or geometry (same formula, charge and spin): 1.134 eV
* LUMO level: 1.0 eV

Each line ends with the natural charge from an NBO analysis.
Positions of all 14 atoms, in Å:
H: 0.37079 -1.73775 1.77126  0.21
H: -0.85784 -0.57146 1.90925  0.17
H: -0.16186 0.48690 -2.60697  0.23
H: -1.18566 -2.30668 1.45101  0.21
F: 0.65903 2.28863 -0.01677  -0.38
N: -0.32233 -1.18107 -0.08452  -0.41
H: 1.21882 1.09050 -1.79369  0.23
C: -0.10981 1.19993 0.50440  -0.03
C: 0.56624 0.23063 -1.87714  -0.65
H: 0.41625 0.85078 1.45817  0.20
H: 1.14991 -0.63500 -2.12588  0.24
H: -1.11697 1.63932 0.62018  0.20
C: -0.09301 0.07122 -0.49173  0.25
C: -0.53356 -1.42596 1.28244  -0.46

Atoms 1-2, force components in eV/Å:
0.98 -0.22 -0.04
-0.44 -0.52 -0.32

=====

Computed, not measured: a cluster of 12 separate species, C22H66BF4O11 in total at a distorted geometry, with ωB97M-V/def2-TZVPD.

* net charge: -1
* energy: -2129.61876 hartree
* energy relative to the best compared isomer or geometry (same formula, charge and spin): 7.315 eV
* LUMO level: 2.5 eV

Each line ends with the Löwdin charge.
Positions of all 104 atoms, in Å:
H: 4.02159 1.34595 3.76598  0.06
C: 2.36354 -0.07889 -4.37736  -0.07
H: -3.42160 4.26021 3.10168  0.01
O: -2.93871 2.64055 -1.41476  -0.06
H: 2.79317 -3.15103 0.35716  -0.09
O: 2.49660 -3.71191 -0.18631  -0.03
H: 1.18045 2.14176 3.95343  0.11
O: 3.34879 2.27432 5.32383  -0.05
H: -2.08814 -0.82281 -6.06793  0.07
O: 2.97540 -1.16774 0.78435  -0.06
H: 3.84174 -1.06119 -3.06839  0.11
H: 1.54519 -4.25263 1.67308  0.14
H: 3.14939 -3.24037 -3.70906  0.15
O: -0.86418 -0.67811 -3.74834  -0.13
H: -2.71679 -2.01222 -4.94859  0.05
H: -1.81396 4.56423 3.75532  0.06
O: 2.80737 4.82358 -1.33171  -0.03
H: 3.45889 2.86757 3.35788  0.12
H: 5.14459 -2.75436 1.24626  0.10
H: -0.22573 -0.52150 3.48231  0.11
O: 2.97675 -2.37323 -4.23634  -0.10
C: 4.24756 -0.86537 0.50972  -0.34
H: 4.34065 -1.15546 -0.53264  0.11
C: -4.11750 4.57845 -1.22011  -0.07
H: 5.05824 -1.42724 2.54497  0.06
B: 0.12678 0.28923 -0.57481  -1.26
H: 3.11927 2.12193 0.21731  0.01
H: -4.46973 4.26107 -0.18205  0.10
C: -2.55342 -3.23801 -1.47157  -0.33
H: 4.50355 2.96851 -0.31305  0.08
H: -4.39742 -0.29588 2.95125  0.06
H: -2.19569 4.20205 -0.57217  0.06
H: -2.89568 -2.45780 -2.11483  0.10
H: 0.59480 -3.29999 3.73103  -0.01
H: -1.37549 -4.10943 -2.99110  0.14
H: 2.13767 -6.11654 0.22302  0.04
H: 1.81932 0.54366 4.22181  -0.01
F: 1.48390 0.35156 -1.06662  0.09
H: -2.57861 2.63470 1.56357  0.10
H: 3.03356 0.31611 -4.93040  0.00
H: 2.24858 5.26984 -1.98096  0.10
O: -1.04415 -1.82355 1.96335  -0.12
O: -4.41990 1.18925 0.57369  -0.12
H: 0.78285 -1.20024 2.12484  0.09
H: -2.06835 1.05813 -4.36105  0.13
H: 6.21594 -1.39416 1.40093  0.04
H: -2.74824 0.29822 1.10751  0.08
C: -1.87420 3.02797 2.31091  -0.37
H: -2.24825 5.01476 2.16166  0.08
F: -0.23631 -1.07604 -0.56469  0.12
H: -4.24881 5.63256 -1.26496  0.04
H: 3.28598 3.54822 0.82282  0.04
H: 1.90154 1.09825 2.77601  0.01
C: 5.18123 -1.63428 1.48652  -0.06
C: -0.01201 -1.40543 2.83519  -0.33
H: -5.40042 -0.98703 1.52271  0.09
H: -1.78279 2.31874 3.15575  0.11
C: 2.50194 3.54357 -1.12936  -0.35
H: 2.14945 -1.49269 -2.63563  0.15
C: 1.94130 1.34816 3.72261  -0.02
C: -4.40355 -0.71553 1.96684  -0.10
C: 1.22170 -5.67698 0.00538  -0.09
F: -0.71121 0.97191 -1.44205  0.14
H: 1.06161 -1.84905 4.68319  0.13
C: 3.30740 1.98665 4.03874  -0.39
H: 4.19461 2.84131 5.44139  0.15
H: 0.65279 -3.45900 0.26936  0.12
H: -4.38552 -4.32165 -1.10043  0.07
C: 3.48186 3.03124 -0.02756  -0.03
C: 1.40836 -4.26763 0.50372  -0.32
C: -2.70819 3.93080 -1.38737  -0.40
H: -3.80502 -0.58788 -5.50329  0.10
H: 2.43489 -0.71334 0.17453  0.04
H: 1.51623 -0.52598 -4.93482  0.10
H: 4.52233 0.21511 0.60589  0.11
H: -4.34078 -3.01824 -0.17565  0.08
H: 1.56095 3.47135 -0.78566  0.07
H: -2.22815 4.54260 -2.12471  0.11
H: -4.20923 1.55927 -0.23304  -0.02
H: -2.08725 2.12683 -1.22590  0.12
C: 2.84257 -1.20321 -3.59248  -0.42
F: -0.07566 0.79371 0.68054  0.17
H: -3.85999 -0.76682 -0.18542  0.14
C: -3.69484 -0.09057 0.76965  -0.24
C: -2.46052 4.27524 2.96674  -0.05
C: 0.26834 -2.41119 3.98119  -0.05
H: -2.98919 -0.13106 -3.31329  0.12
H: -3.84592 -1.62993 2.11386  0.05
H: -0.37032 -0.06537 -3.08762  0.09
O: -2.03153 -4.29045 -2.22137  -0.10
C: -2.78066 -0.99210 -5.22744  -0.11
H: -0.54287 -1.42439 1.10181  0.10
C: -2.13748 -0.09432 -4.17104  -0.33
H: 0.36051 -6.12633 0.57055  0.09
H: 2.52555 2.73769 -1.91118  0.12
O: -0.56168 3.07163 1.93580  -0.11
H: -0.59917 -2.74597 4.33230  0.02
H: -4.69765 4.39177 -2.17090  0.09
C: -3.59960 -3.80381 -0.56265  -0.06
H: 0.97935 -5.64658 -1.13471  0.11
H: -0.24462 2.39863 1.21994  0.11
H: -1.80357 -2.86111 -1.02012  0.02
H: -3.29086 -4.44464 0.21346  0.06
H: 2.08446 0.78942 -3.76985  0.09

Atoms 1-2, force components in eV/Å:
3.18 -2.91 -1.12
-5.24 -1.91 2.62